No. 1
14
Properties=species:S:1:pos:R:3:forces:R:3 method="wB97M-V/def2-TZVPD" total_energy_ev=-47748.350 max_force_ha_per_bohr=0.1449 multiplicity=1 gap_ev=5.44 e_lumo_ev=-14.703 charge=+2
In 0.165939 2.652551 1.225244 0.41 4.28 1.98
S -0.355381 0.227427 0.432878 -0.68 -7.40 -0.56
S 2.345559 -0.420664 0.002758 4.13 0.09 -1.78
F -2.623057 0.506481 -0.849635 0.52 0.05 0.44
F -1.346142 -1.017502 -1.692997 0.45 0.43 0.74
F -0.932683 1.056042 -2.051607 0.41 0.24 0.24
O 0.671662 1.415077 -0.059225 -0.51 0.24 -2.65
O 3.169787 -1.320156 -0.762442 -1.61 1.25 1.61
O -1.299604 -1.073291 0.989531 0.73 2.51 -0.25
O -0.918392 1.077736 1.575965 -1.26 -0.45 1.41
O 2.819961 0.877781 0.412764 0.30 -2.11 0.25
N 0.931073 -0.915414 0.295723 -1.66 1.37 0.24
C -1.386603 0.194983 -1.179330 -1.41 -0.20 -1.69
H -1.003869 -1.909990 0.605916 0.19 -0.29 0.01


No. 2
20
Properties=species:S:1:pos:R:3:forces:R:3 method="wB97M-V/def2-TZVPD" total_energy_ev=-10961.904 max_force_ha_per_bohr=0.1094 smiles=N[C@H](CO)CCC[O-] multiplicity=1 gap_ev=5.35 e_lumo_ev=3.361 e_above_lowest_kcal_mol=117.3 charge=-1
O -2.249853 -1.912191 0.427476 1.09 -5.51 0.26
O 3.709980 -0.086821 0.111756 2.40 -0.21 0.11
N -1.310200 0.760700 -1.346375 -0.01 0.02 -0.77
C 0.244265 0.651384 0.576237 3.15 1.64 0.74
C -0.767332 -0.064449 -0.232246 -2.40 -0.87 -0.60
C 1.665771 1.073227 -0.125815 -0.67 -3.30 0.44
C 2.466367 -0.352822 -0.142242 -0.16 1.32 2.44
C -2.109858 -0.586584 0.557828 1.90 2.24 -0.45
H 0.652513 0.017627 1.454252 -1.17 0.85 -1.21
H 2.374202 -0.971946 -1.042406 -0.95 -0.14 -0.67
H 2.360788 1.700568 0.531450 -1.36 -0.73 -1.07
H -0.291137 -0.997026 -0.657561 -0.54 0.93 0.21
H 1.718371 1.219487 -1.207674 -0.70 1.15 0.27
H -0.091330 1.596116 0.974782 -0.96 0.29 0.40
H 1.942830 -0.881397 0.766225 0.31 -0.49 -0.98
H -2.035969 0.237917 -1.895004 0.99 0.68 0.92
H -2.990023 -0.240107 -0.034319 0.59 0.57 0.98
H -1.745670 1.623864 -0.981505 0.34 -0.77 -0.20
H -2.110239 -0.295196 1.632181 -0.12 0.34 -0.51
H -1.433477 -2.492358 0.632954 -1.75 1.98 -0.33


No. 3
9
Properties=species:S:1:pos:R:3:forces:R:3 method="wB97M-V/def2-TZVPD" total_energy_ev=-11119.696 max_force_ha_per_bohr=0.0745 smiles="NN=c1onno1" multiplicity=1 gap_ev=10.03 e_lumo_ev=0.593 e_above_lowest_kcal_mol=90.5 charge=0
O 1.349369 -1.201452 -0.178072 -0.36 -0.74 0.42
O 0.721988 0.892762 -0.199480 -1.42 -0.34 0.02
N 2.418111 -0.398530 0.030832 0.18 0.43 -0.45
N -0.867026 -0.867349 -0.068083 -1.87 1.97 0.05
N -1.863663 0.203805 -0.162208 -1.68 -1.33 2.70
N 2.037627 0.760270 -0.023854 3.22 1.74 0.61
C 0.262761 -0.377249 -0.109521 0.53 -1.87 -0.87
H -1.452055 1.153276 0.094183 -0.85 -1.70 0.03
H -2.607108 -0.165537 0.616205 2.24 1.85 -2.50


No. 4
53
Properties=species:S:1:pos:R:3:forces:R:3 method="wB97M-V/def2-TZVPD" total_energy_ev=-22276.753 max_force_ha_per_bohr=0.0118 smiles="CCCCCCCCCCCCCC(=O)OC(C)C" multiplicity=1 gap_ev=10.91 e_lumo_ev=0.960 e_above_lowest_kcal_mol=6.6 charge=0
O -3.195880 1.691425 0.279076 0.00 0.10 0.14
O -4.946857 0.628781 -0.669080 -0.25 -0.20 -0.17
C -3.650523 0.876165 -0.480942 0.45 -0.12 -0.38
C -1.144689 -3.482328 -0.503850 0.04 0.14 0.03
C 4.075639 1.440867 0.628289 -0.22 -0.04 -0.25
C -1.509559 -2.216757 -1.279733 -0.19 -0.17 0.26
C 2.578562 -0.622810 0.478670 -0.38 0.31 0.07
C -5.820179 1.066332 1.577782 0.09 -0.07 -0.30
C -5.916799 2.835492 -0.227040 0.11 -0.30 -0.07
C -2.810846 -0.050587 -1.331717 -0.09 0.00 0.28
C 2.652216 0.887106 0.697089 0.33 -0.17 0.09
C 1.170495 -1.161198 0.723556 0.42 -0.27 -0.15
C 6.026995 2.072186 -0.887250 -0.03 -0.25 -0.04
C -5.946604 1.342796 0.083364 -0.23 0.38 0.40
C 4.701993 1.319557 -0.759914 0.12 0.26 0.19
C 7.138944 1.475065 -0.032452 -0.11 0.19 -0.12
C 1.090578 -2.669069 0.487033 -0.27 0.17 0.22
C -0.299180 -3.264499 0.753544 0.09 -0.18 -0.21
C -2.426507 -1.279280 -0.498447 0.18 0.04 -0.31
H -6.668307 1.500489 2.099737 -0.12 0.02 0.06
H 4.051652 2.496834 0.909844 0.09 0.04 0.06
H 4.000803 1.720857 -1.496216 -0.07 -0.07 -0.05
H -5.969598 2.996346 -1.301625 -0.04 0.06 -0.08
H 1.392065 -2.893374 -0.538532 0.09 -0.05 -0.07
H -6.767202 3.320469 0.244014 -0.12 0.05 0.03
H 6.339258 2.053218 -1.934493 0.00 0.09 0.00
H -1.908852 0.480804 -1.637362 -0.04 0.04 0.00
H 0.473127 -0.636616 0.070021 -0.14 0.08 0.00
H -4.999952 3.278715 0.151633 -0.01 0.06 0.02
H 2.878274 -0.862892 -0.543211 0.08 -0.08 -0.04
H 1.817097 -3.149533 1.146850 0.07 -0.01 -0.05
H -2.067244 -3.992579 -0.214408 -0.03 -0.07 -0.07
H 3.278062 -1.119878 1.155561 0.09 -0.07 0.00
H 7.274941 0.421463 -0.267711 0.05 -0.14 0.01
H -0.838437 -2.629487 1.457470 -0.03 0.00 0.13
H -3.378484 -0.354043 -2.210906 0.05 0.01 -0.04
H -1.929226 -0.939647 0.410990 -0.04 0.00 0.08
H -5.804497 -0.005893 1.761274 -0.03 -0.09 0.06
H -3.333705 -1.814720 -0.209185 -0.02 -0.03 0.08
H -0.180648 -4.240028 1.231251 -0.06 0.04 0.07
H 0.879495 -0.945635 1.754708 -0.09 0.05 0.03
H 4.869967 0.267805 -0.998450 -0.04 -0.07 -0.10
H -6.879812 0.906885 -0.294160 0.19 0.09 0.08
H -4.903668 1.504164 1.963611 -0.01 0.02 0.06
H 2.236527 1.118251 1.681196 -0.10 0.03 0.00
H 8.078050 1.991554 -0.218902 0.12 -0.01 0.05
H -0.600465 -1.686712 -1.565830 0.07 0.08 -0.11
H -0.598951 -4.151391 -1.174222 -0.02 -0.09 0.01
H 2.030393 1.391038 -0.046737 -0.08 0.06 0.00
H 4.693533 0.915864 1.358861 0.05 0.04 0.11
H 6.908100 1.564915 1.025692 0.04 -0.04 0.14
H -2.016895 -2.514025 -2.201392 0.05 0.06 -0.07
H 5.876802 3.117563 -0.607339 -0.02 0.06 -0.07


No. 5
89
Properties=species:S:1:pos:R:3:forces:R:3 method="wB97M-V/def2-TZVPD" total_energy_ev=-63786.696 max_force_ha_per_bohr=0.2023 smiles="NC(N)=O.NC(N)=O.NC(N)=O.NC(N)=O.NC(N)=O.NC(N)=O.NC(N)=O.OCCO.OCCO.OCCO.O" multiplicity=1 gap_ev=8.87 e_lumo_ev=-0.348 e_above_lowest_kcal_mol=145.6 charge=0
O 1.011065 -1.194684 5.989558 0.87 -0.35 -0.41
O -3.886295 2.830986 -3.299162 -0.93 -0.11 -0.87
O 1.518775 -1.477694 3.214638 0.09 -0.38 -1.26
O -0.706435 -4.935824 -3.685192 -1.14 -2.27 -1.13
O 6.060925 2.690986 1.370618 -0.10 0.28 0.42
O -3.888875 -2.178444 -0.420242 1.56 -0.73 0.28
O 0.269935 2.599036 1.946108 -0.41 -0.99 -2.44
O -0.463755 -0.698404 -1.699352 -0.86 -2.30 -2.55
O 3.412425 0.269506 -2.048392 -0.02 -0.05 1.19
O -2.826305 -3.481714 -4.722382 1.09 0.50 -0.55
O -5.487925 1.920996 1.913748 -2.78 -2.15 0.88
O 5.076645 -3.797104 0.728028 1.67 0.89 0.58
O -0.455465 -2.666414 1.438988 -0.21 -0.50 -0.11
O -5.014895 -1.265194 -2.912552 -0.24 0.81 -0.19
N 1.133565 -0.205044 -0.253872 3.42 -1.02 1.98
N -1.832225 2.665506 -2.534452 6.23 -2.80 -0.42
N -0.792045 0.708436 -0.097942 -4.26 4.97 4.31
N 4.807265 0.904356 1.831218 -1.59 -2.28 1.85
N 3.350735 -2.587524 -0.047152 -0.46 4.96 -1.28
N -3.368005 2.455576 1.560328 2.38 -0.40 0.23
N -0.303085 3.608636 3.844358 -5.46 2.05 3.48
N 2.328875 -0.375874 -3.881222 -2.46 -0.28 -0.54
N 3.109615 -4.636384 0.452668 -2.88 -4.10 0.50
N 1.733845 3.317456 3.526688 2.56 -0.68 -0.46
N -4.851275 3.898206 1.264438 -3.02 9.64 -2.48
N 4.836085 1.793866 -0.244602 -0.19 0.93 -1.89
N -3.158805 4.069046 -1.612282 -1.82 3.30 3.19
N 4.536955 -0.553564 -3.771522 3.79 -1.22 -1.28
C 2.093735 -0.372694 3.853048 -0.15 -0.57 1.70
C -4.673185 2.731366 1.622758 2.27 -6.08 1.48
C 3.445695 -0.240914 -3.157472 -2.36 1.05 0.11
C -3.000675 3.165056 -2.545342 -3.08 0.10 -1.34
C -1.813705 -2.781804 -3.988132 -0.68 0.57 2.95
C -5.245705 -0.712584 -1.624692 0.89 0.60 0.59
C -0.112005 -0.167924 -0.678182 2.40 -0.91 -3.36
C 0.525915 3.120766 2.991188 1.75 0.01 0.27
C 3.911475 -3.649664 0.417498 2.91 -0.81 0.28
C 5.243515 1.844456 1.015788 1.85 1.38 -0.01
C 1.235385 -0.116374 5.113878 -0.37 1.16 -0.83
C -1.049255 -3.730884 -3.091282 2.63 0.96 0.28
C -3.988155 -0.801564 -0.696642 -2.28 -0.32 -1.78
H 1.883275 -0.714894 -0.698932 -0.59 0.30 -0.18
H -0.400305 1.162256 0.714878 -0.29 0.28 -0.02
H 0.230765 0.112546 4.758318 0.04 0.42 -0.04
H -1.094185 -2.051144 -4.357632 -0.50 -0.50 -1.82
H -5.794705 4.238316 1.144588 0.11 -0.09 0.17
H -1.449465 -3.821134 -2.081432 -0.30 -0.33 -0.10
H -3.038885 -4.168954 -4.086672 -0.55 -0.35 -0.17
H 3.565465 -5.436644 0.867258 -1.06 -0.40 -0.12
H 1.409385 0.346956 0.545708 0.01 -0.11 -0.17
H -4.630785 -2.520774 0.083728 -0.14 0.45 0.08
H -0.292615 -2.208004 0.614628 -0.08 0.07 -0.24
H 4.295265 0.110446 1.473918 0.13 0.14 0.12
H -5.494555 0.340876 -1.752772 -0.03 0.03 -0.45
H -1.280245 3.814046 3.692488 0.17 -0.64 -0.45
H -2.999095 1.594956 1.938928 0.23 0.38 -0.31
H 2.469465 -2.615944 -0.539752 0.40 0.20 0.10
H -1.619815 1.139606 -0.483942 0.01 -0.74 -0.06
H -0.027675 3.829986 4.790538 -0.03 -0.01 -0.39
H 2.132755 -4.431084 0.298698 -0.02 -1.13 0.46
H -2.441135 4.527456 -1.069222 0.04 -0.28 -0.49
H -6.095665 -1.156474 -1.106392 -0.16 -0.33 -0.01
H -2.885865 3.216626 1.103748 1.13 -1.14 0.20
H 1.447695 -0.220254 -3.412812 0.09 0.03 0.29
H 1.665285 0.729976 5.649588 -0.09 0.30 0.14
H 5.139425 0.837146 2.782668 0.15 0.21 -0.43
H 3.126935 -0.572004 4.137438 0.28 -0.29 0.19
H 2.198595 -0.776354 -4.799222 0.71 -0.01 0.21
H -4.077485 -0.152864 0.174738 -0.04 -0.08 0.19
H 2.506945 3.245696 2.880728 0.34 0.12 0.61
H -0.009445 -3.405764 -3.056612 -0.21 1.67 1.25
H 4.546735 -1.158004 -4.580642 0.03 0.21 0.21
H -3.183385 -0.474974 -1.355262 0.48 -0.37 0.38
H -4.156365 4.615846 1.413418 -0.28 -0.20 -0.13
H 1.832385 -2.294944 3.608798 0.02 0.03 0.13
H 5.379525 -0.483214 -3.219052 -0.02 -0.10 -0.25
H 1.889505 -1.502124 6.224998 0.06 -0.36 0.47
H 1.721955 3.861686 4.377438 1.12 -0.02 -0.66
H 5.239435 2.566126 -0.755522 -0.20 -0.21 -0.17
H -4.775315 -2.193254 -2.966552 -0.02 -0.04 0.78
H -1.445785 2.195956 -3.340852 -0.43 -0.17 0.23
H -2.312985 -2.173264 -3.234152 -0.31 0.47 -0.13
H 0.167105 -2.280524 2.055218 0.26 0.37 0.26
H 2.192045 0.493576 3.198828 -0.68 0.02 -0.07
H -1.106665 -4.869794 -4.555282 -0.01 -0.66 -0.42
H 4.098885 1.285536 -0.711762 0.09 -0.29 0.31
H -4.087695 4.455586 -1.523662 0.20 -0.11 0.00
H -1.180255 2.830226 -1.780862 -0.09 0.12 -0.32
H 4.017155 -1.835024 -0.145772 -0.57 0.30 -0.54


No. 6
8
Properties=species:S:1:pos:R:3:forces:R:3 method="wB97M-V/def2-TZVPD" total_energy_ev=-7701.846 max_force_ha_per_bohr=0.1080 multiplicity=1 gap_ev="7.35 / 10.08" e_lumo_ev="-0.625 / 0.015" e_above_lowest_kcal_mol=138.3 charge=0
O -2.612267 0.395999 0.177822 1.09 -0.61 -0.69
O 0.185533 0.423665 0.638103 3.13 4.58 0.10
N 0.380564 1.495455 -0.288218 -1.64 -3.18 -1.27
C -1.748408 -0.079467 -0.472659 -1.85 0.15 0.95
C -0.351272 -0.637258 0.029521 -1.33 0.61 -3.51
H -0.344097 -1.368961 0.740499 -0.72 -2.19 1.85
H 0.949493 2.261128 0.010263 0.53 0.14 2.05
H 0.060027 -1.026431 -0.914332 0.79 0.49 0.52


No. 7
23
Properties=species:S:1:pos:R:3:forces:R:3 method="wB97M-V/def2-TZVPD" total_energy_ev=-10549.972 max_force_ha_per_bohr=0.0255 smiles=CCCC.O.O.O multiplicity=1 gap_ev=11.10 e_lumo_ev=0.530 e_above_lowest_kcal_mol=11.6 charge=0
O 1.304612 1.119549 2.168026 0.02 0.39 -1.06
O 1.269367 2.054976 -0.585415 -0.65 -0.55 1.00
O 2.510449 -0.684995 -1.271319 0.96 0.73 0.00
C -1.933022 1.119089 -0.469795 -0.35 -0.83 0.09
C -0.987338 -1.039775 0.441161 0.47 -0.21 0.17
C -2.120844 -0.404641 -0.351284 -0.27 0.09 0.02
C -0.843596 -2.565508 0.293201 -0.88 0.13 -0.47
H 1.235723 1.501760 1.256212 0.26 -0.46 0.80
H -3.087451 -0.584425 0.130344 0.07 -0.15 0.10
H -1.711516 -2.904334 -0.286011 0.16 -0.28 0.07
H -0.066359 -0.545203 0.112796 0.04 -0.01 0.33
H -2.198249 -0.914191 -1.318590 0.09 0.31 -0.14
H 1.461720 1.405804 -1.251810 0.47 -0.46 -0.46
H 3.046444 -1.282777 -1.797718 -0.06 -0.07 -0.05
H 0.555865 1.504426 2.620153 -0.24 0.07 0.28
H -1.756907 1.501272 0.537450 0.11 0.22 -0.11
H -0.885830 -3.077367 1.251087 0.17 -0.04 0.03
H 1.631448 -1.021193 -1.283513 -1.03 -0.66 0.02
H -1.091071 1.365780 -1.108644 0.07 0.13 0.06
H 0.044123 -2.889004 -0.249127 0.09 0.08 0.08
H 1.516316 2.897836 -0.916877 0.39 1.03 -0.51
H -2.837091 1.579698 -0.858614 -0.03 0.16 -0.10
H -1.109957 -0.839046 1.508765 0.14 0.38 -0.15


No. 8
22
Properties=species:S:1:pos:R:3:forces:R:3 method="wB97M-V/def2-TZVPD" total_energy_ev=-16624.611 max_force_ha_per_bohr=0.1165 multiplicity=1 gap_ev=11.45 e_lumo_ev=-3.075 e_above_lowest_kcal_mol=105.5 charge=+1
O 2.103039 0.985362 -0.924796 -0.23 0.69 -1.69
O 0.270240 -1.972611 0.956836 3.33 -4.94 0.65
O -0.465977 -0.861640 -2.202149 -0.35 0.25 0.08
O -0.088262 -0.767158 1.465470 -3.02 2.23 2.17
O -0.900383 1.759603 0.820382 -0.35 -4.15 -2.03
C 0.422408 1.385284 0.605247 0.07 1.41 1.59
C 0.857456 0.266265 1.552667 3.51 1.40 0.04
C -0.508555 -1.264937 0.159895 -3.40 0.63 -3.06
C 0.682917 0.875875 -0.798972 0.05 -0.23 1.09
C 0.242816 -0.617853 -1.020932 -1.53 1.73 -0.18
C -2.023630 -1.615663 0.180410 0.45 0.39 -0.97
H 1.152042 -1.089486 -1.069349 2.35 -1.56 0.08
H -2.455881 -2.044607 -0.797491 1.05 0.82 1.52
H 2.286311 1.728196 -1.560311 0.00 -1.13 0.93
H 0.083363 -0.607108 -2.959542 -0.16 -0.15 0.19
H 1.109581 2.260970 0.722841 -0.38 -0.83 0.17
H 1.762170 -0.028466 0.966434 -0.10 -0.40 1.35
H -2.485158 -0.648364 0.418636 -0.26 -0.18 -0.39
H -2.233018 -2.272603 1.033008 0.27 0.00 -0.33
H -1.039240 2.563993 1.196078 -0.22 3.64 1.68
H 1.071898 0.404007 2.668338 -0.51 0.10 -1.78
H 0.155860 1.560941 -1.412698 -0.55 0.29 -1.13